(P)
Here is one molecule with the formula C5H9NO2S from the Open Molecules 2025 dataset. Energies are from ωB97M-V/def2-TZVPD.

XYZ file:
```
18
Properties=species:S:1:pos:R:3
C -0.572 1.172 -1.342
C -0.613 0.647 1.064
C 0.144 -0.724 1.502
C 1.181 -1.940 -0.406
C -0.172 1.462 -0.033
N 0.230 -1.697 0.492
O -1.369 -0.011 -1.415
O -0.210 1.664 -2.407
S 1.003 2.799 -0.087
H -1.467 0.138 0.826
H -0.696 1.292 1.850
H 1.053 -0.395 1.826
H -0.409 -1.002 2.362
H 1.086 -2.914 -0.874
H 2.167 -1.342 -0.198
H -0.670 -2.130 0.331
H -1.134 -0.352 -2.250
H 0.447 3.331 -1.242
```

Its gap between HOMO and LUMO (spin up / spin down) is 0.18642 / 0.31038 Ha. The value obtained for the LUMO energy (spin up / spin down) is -1.2195 / 0.6532 eV.

(Q)
Here is one molecule with the formula C5H9NO2S from the Open Molecules 2025 dataset. Energies are from ωB97M-V/def2-TZVPD.

XYZ file:
```
18
Properties=species:S:1:pos:R:3
C 0.399 0.576 -1.301
C 0.416 -0.116 0.075
C 0.867 0.802 1.217
C 1.035 -1.447 0.022
S -1.476 -0.422 0.441
O -1.967 -1.889 -0.560
O -1.915 -0.317 1.797
C -2.315 1.031 -0.372
N -3.049 1.842 -0.769
H -0.409 1.326 -1.376
H 1.431 1.005 -1.489
H 0.295 -0.217 -2.071
H 0.030 0.932 2.002
H 1.167 1.726 0.728
H 1.862 0.287 1.544
H 0.371 -2.146 -0.599
H 2.056 -1.305 -0.467
H 1.201 -1.669 1.181
```

As for the SMILES: CC(C)(C)S(=O)(=O)C#N. Its gap between HOMO and LUMO is 0.38261 Ha. The value obtained for the LUMO energy is -0.1863 eV.

Which of them is least stable? Easy: (Q).

(P)
Here is an isolated ion of composition C8H11INO4 and charge +1 from the Open Molecules 2025 dataset. Energies are from ωB97M-V/def2-TZVPD.

XYZ file:
```
25
Properties=species:S:1:pos:R:3
C 1.633 1.184 1.590
C 1.493 0.223 0.414
C 2.869 -0.445 0.078
O 1.024 0.877 -0.685
C -0.294 0.625 -0.865
C -1.120 1.878 -0.399
O -0.751 2.947 -0.058
N -2.522 1.517 -0.550
C -3.034 0.572 0.006
I -4.658 -0.347 0.493
C -0.620 -0.566 -0.002
C -1.105 -1.808 -0.689
O -2.415 -1.673 -1.132
O 0.508 -0.802 0.753
H 0.793 1.841 1.750
H 2.422 1.772 1.105
H 2.055 0.848 2.485
H 2.857 -1.178 -0.668
H 3.103 -0.807 1.102
H 3.616 0.208 -0.131
H -0.518 0.439 -1.872
H -1.382 -0.445 0.731
H -0.913 -2.620 0.033
H -0.428 -2.052 -1.575
H -2.614 -2.188 -1.914
```

As for the SMILES: CC1(C)O[C@H](C(=O)[N+]#CI)[C@@H](CO)O1. Its gap between HOMO and LUMO is 0.26339 Ha. The net charge is +1. The value obtained for the LUMO energy is -6.2184 eV.

(Q)
Here is an isolated ion of composition C8H11INO4 and charge +1 from the Open Molecules 2025 dataset. Energies are from ωB97M-V/def2-TZVPD.

XYZ file:
```
25
Properties=species:S:1:pos:R:3
C -2.105 -1.486 0.900
C -1.638 -0.421 -0.052
C -2.672 0.177 -1.092
O -0.623 -0.986 -0.886
C 0.574 -0.437 -0.558
C 1.471 -1.591 -0.136
O 1.174 -2.583 0.455
N 2.778 -1.373 -0.603
C 3.787 -0.691 -0.564
I 5.019 0.763 -0.005
C 0.315 0.523 0.625
C 0.830 1.940 0.474
O 2.078 1.928 -0.310
O -1.057 0.487 0.803
H -1.198 -1.659 1.537
H -2.464 -2.424 0.433
H -2.858 -1.024 1.609
H -2.277 0.935 -1.753
H -3.651 0.694 -0.669
H -3.107 -0.661 -1.580
H 1.064 0.075 -1.385
H 0.788 0.218 1.703
H 1.127 2.431 1.505
H 0.083 2.430 -0.247
H 2.564 2.734 -0.206
```

As for the SMILES: CC1(C)O[C@H](C(=O)[N+]#CI)[C@@H](CO)O1. Its gap between HOMO and LUMO is 0.24206 Ha. The net charge is +1. The value obtained for the LUMO energy is -6.5132 eV.

Which of them is least stable? Easy: (Q).

(P)
Here is a 2-piece molecular cluster, C2H3N2O2S overall from the Open Molecules 2025 dataset. Energies are from ωB97M-V/def2-TZVPD.

XYZ file:
```
10
Properties=species:S:1:pos:R:3
C -2.241 -0.594 1.699
C -0.280 0.201 0.011
N -2.291 -1.347 2.576
N 2.153 0.018 -1.580
O 2.623 0.143 -0.396
O 1.919 1.013 -2.312
S -2.114 0.339 0.260
H -0.114 -0.893 0.100
H 0.451 0.621 0.646
H -0.106 0.499 -1.003
```

Its gap between HOMO and LUMO is 0.23399 Ha. The net charge is -1. The value obtained for the LUMO energy is 3.0431 eV.

(Q)
Here is a 2-piece molecular cluster, C2H3N2O2S overall from the Open Molecules 2025 dataset. Energies are from ωB97M-V/def2-TZVPD.

XYZ file:
```
10
Properties=species:S:1:pos:R:3
C 0.559 1.742 0.424
C 0.282 0.424 0.131
N 0.400 2.831 0.783
N 1.044 -0.687 0.332
O -2.154 -0.769 -1.296
O -1.409 -1.444 0.954
S -1.740 -0.331 0.045
H 0.522 0.611 -2.281
H 0.473 -1.536 0.414
H 2.023 -0.842 0.495
```

Its gap between HOMO and LUMO (spin up / spin down) is 0.30273 / 0.23289 Ha. The net charge is -1. The value obtained for the LUMO energy (spin up / spin down) is 3.9789 / 3.2804 eV.

Which of them is least stable? Easy: (Q).

(P)
Here is a 2-piece molecular cluster, CHFN2O2S overall from the Open Molecules 2025 dataset. Energies are from ωB97M-V/def2-TZVPD.

XYZ file:
```
8
Properties=species:S:1:pos:R:3
C 1.911 -0.227 -0.501
N 2.451 -0.766 -1.411
N 1.488 0.491 0.424
O -2.898 -0.544 0.330
O -0.819 0.437 1.244
F -0.923 -0.131 -1.231
S -1.814 0.376 0.145
H 0.603 0.362 1.001
```

Its gap between HOMO and LUMO (spin up / spin down) is 0.29024 / 0.19138 Ha. The value obtained for the LUMO energy (spin up / spin down) is -2.0237 / -5.1826 eV.

(Q)
Here is a 2-piece molecular cluster, CHFN2O2S overall from the Open Molecules 2025 dataset. Energies are from ωB97M-V/def2-TZVPD.

XYZ file:
```
8
Properties=species:S:1:pos:R:3
C -0.084 1.743 -0.810
N -0.230 2.837 -0.484
N 0.069 0.505 -1.146
O 1.250 -1.322 0.966
O -0.849 -2.311 0.082
F -1.042 -0.610 1.956
S -0.155 -1.215 0.674
H 1.039 0.372 -1.238
```

Its gap between HOMO and LUMO (spin up / spin down) is 0.27544 / 0.31697 Ha. The value obtained for the LUMO energy (spin up / spin down) is -3.3198 / -3.1085 eV.

Which of them is least stable? Easy: (P).

(P)
Here is C6H7Cl12N as an isolated structure from the Open Molecules 2025 dataset. Energies are from ωB97M-V/def2-TZVPD.

XYZ file:
```
26
Properties=species:S:1:pos:R:3
C -0.264 -0.427 -0.577
C 0.011 -0.580 0.854
N 0.269 -0.755 1.949
H 0.393 0.284 -1.078
H -1.291 -0.096 -0.730
H -0.047 -1.355 -1.107
C 2.507 0.232 0.584
Cl 4.283 -0.058 0.284
Cl 1.947 1.059 -0.967
Cl 2.186 1.376 1.910
H 1.904 -0.673 0.661
C 0.244 -1.725 3.724
Cl -1.413 -1.765 4.362
Cl 0.788 -3.309 3.089
Cl 1.414 -1.181 4.939
H 0.307 -1.030 2.886
C -1.677 -0.389 -3.288
Cl 0.067 -0.161 -2.976
Cl -2.621 -0.143 -1.874
Cl -1.907 -1.926 -4.181
H -2.060 0.341 -4.002
C -1.014 2.564 -0.923
Cl -0.379 1.559 -2.254
Cl -0.022 2.164 0.527
Cl -2.783 2.361 -0.763
H -0.841 3.633 -1.049
```

Its gap between HOMO and LUMO is 0.28260 Ha. The value obtained for the LUMO energy is -0.2288 eV.

(Q)
Here is a 5-piece molecular cluster, C6H7Cl12N overall from the Open Molecules 2025 dataset. Energies are from ωB97M-V/def2-TZVPD.

XYZ file:
```
26
Properties=species:S:1:pos:R:3
Cl 1.820 4.675 2.512
C 0.674 3.278 2.404
Cl -1.001 3.864 2.077
Cl 0.820 2.351 3.900
H 0.923 2.630 1.572
Cl -1.923 -0.446 5.043
C -0.868 -0.822 3.727
Cl -1.620 -1.928 2.528
Cl 0.661 -1.566 4.306
H -0.577 0.084 3.283
Cl 2.635 2.401 -1.238
C 1.313 2.916 -2.333
Cl -0.111 3.340 -1.371
Cl 0.913 1.656 -3.453
H 1.603 3.785 -2.873
Cl 0.432 -4.291 -1.955
C -0.498 -4.477 -3.544
Cl 0.392 -3.628 -4.775
Cl -2.113 -3.807 -3.319
H -0.574 -5.558 -3.790
C -0.696 -1.004 -0.795
C -0.044 -0.195 0.239
N 0.553 0.367 1.076
H -0.022 -1.650 -1.351
H -1.187 -0.375 -1.531
H -1.505 -1.598 -0.343
```

As for the SMILES: ClC(Cl)Cl.ClC(Cl)Cl.ClC(Cl)Cl.ClC(Cl)Cl.CC#N. Its gap between HOMO and LUMO is 0.40708 Ha. The value obtained for the LUMO energy is 0.2159 eV.

Which of them is least stable? Easy: (P).

(P)
Here is C4H4S2 as an isolated structure from the Open Molecules 2025 dataset. Energies are from ωB97M-V/def2-TZVPD.

XYZ file:
```
10
Properties=species:S:1:pos:R:3
C 1.734 0.784 0.013
C 0.266 0.722 -0.039
C -0.331 -0.545 -0.252
C -1.805 -0.884 0.075
H 2.266 1.750 0.133
H -0.299 1.652 0.182
H 0.299 -1.370 -0.304
H -1.994 -1.905 0.926
S 2.871 -0.388 -0.349
S -3.008 0.184 -0.385
```

Its gap between HOMO and LUMO is 0.25768 Ha. The value obtained for the LUMO energy is -1.9492 eV.

(Q)
Here is one molecule with the formula C4H4S2 from the Open Molecules 2025 dataset. Energies are from ωB97M-V/def2-TZVPD.

XYZ file:
```
10
Properties=species:S:1:pos:R:3
C 0.445 0.227 1.464
C -0.726 -0.404 1.267
S -1.284 -1.087 -0.258
C -0.348 -0.330 -1.450
C 0.680 0.458 -1.241
S 1.515 0.898 0.231
H 0.708 0.412 2.466
H -1.380 -0.655 2.167
H -0.707 -0.402 -2.503
H 1.097 0.884 -2.143
```

As for the SMILES: C1=CSC=CS1. Its gap between HOMO and LUMO is 0.29248 Ha. The value obtained for the LUMO energy is 0.7156 eV.

(R)
Here is one molecule with the formula C4H4S2 from the Open Molecules 2025 dataset. Energies are from ωB97M-V/def2-TZVPD.

XYZ file:
```
10
Properties=species:S:1:pos:R:3
S 4.089 0.061 -0.294
C 2.672 -0.822 0.038
C 1.310 -0.274 0.278
C 0.051 -0.196 0.356
C -1.298 0.621 -0.060
S -2.839 -0.478 -0.304
H 2.718 -1.849 -0.114
H -1.750 1.144 0.844
H -1.243 1.229 -0.849
H -3.711 0.565 0.107
```

As for the SMILES: S=CC#CCS. Its gap between HOMO and LUMO is 0.28883 Ha. The value obtained for the LUMO energy is -1.3799 eV.

Which of them is least stable? Easy: (R).